No. 1
{"formula": "C26H58N6O22", "method": "ωB97M-V/def2-TZVPD", "species": ["C", "N", "O", "O", "H", "H", "H", "C", "N", "O", "O", "H", "H", "H", "C", "N", "O", "O", "H", "H", "H", "C", "N", "O", "O", "H", "H", "H", "C", "N", "O", "O", "H", "H", "H", "C", "N", "O", "O", "H", "H", "H", "C", "C", "O", "C", "C", "O", "H", "H", "H", "H", "H", "H", "H", "H", "C", "C", "O", "C", "C", "O", "H", "H", "H", "H", "H", "H", "H", "H", "C", "C", "O", "C", "C", "O", "H", "H", "H", "H", "H", "H", "H", "H", "C", "C", "O", "C", "C", "O", "H", "H", "H", "H", "H", "H", "H", "H", "C", "C", "O", "C", "C", "O", "H", "H", "H", "H", "H", "H", "H", "H"], "coordinates": [[1.8291, 0.9513, -9.4701], [2.9885, 0.3077, -10.1268], [3.8979, -0.1183, -9.4533], [2.9025, 0.1074, -11.3185], [2.1564, 1.7884, -8.8649], [1.2929, 0.2242, -8.8656], [1.1813, 1.2537, -10.2869], [-1.5247, 4.8453, -9.0512], [-0.9709, 4.2121, -10.2906], [-0.9947, 4.7964, -11.3531], [-0.4586, 3.1145, -10.1622], [-2.2947, 5.5339, -9.3840], [-0.7245, 5.4355, -8.6127], [-1.9086, 4.0241, -8.4658], [-1.4857, -1.1554, -16.5719], [-1.5094, 0.2980, -16.8770], [-2.4145, 0.6828, -17.5754], [-0.5624, 0.9588, -16.5143], [-1.7118, -1.2940, -15.5189], [-0.4702, -1.5010, -16.7663], [-2.1026, -1.7704, -17.2187], [-3.7114, 4.2912, -14.8710], [-2.5167, 5.1686, -14.9726], [-1.5545, 4.8668, -15.6361], [-2.6217, 6.2167, -14.3695], [-3.7375, 4.1790, -13.7885], [-3.5677, 3.3206, -15.3376], [-4.6074, 4.7180, -15.3058], [-0.3162, 2.6791, -13.7148], [-1.1535, 1.6460, -13.0770], [-2.3282, 1.6031, -13.4026], [-0.6814, 0.9054, -12.2376], [0.7226, 2.3786, -13.6234], [-0.5613, 3.6743, -13.3687], [-0.5805, 2.5596, -14.7670], [-2.7264, -1.7459, -11.7611], [-3.7074, -1.4808, -12.8304], [-3.3817, -1.7416, -13.9695], [-4.7201, -0.9006, -12.5124], [-2.2367, -0.8049, -11.5153], [-1.9616, -2.4252, -12.1332], [-3.1900, -2.1898, -10.8863], [1.7889, 5.0955, -16.9936], [1.4410, 3.6885, -17.4696], [1.6816, 3.6500, -18.8850], [2.7771, 3.0312, -19.3055], [2.8470, 2.9071, -20.8127], [3.6335, 2.5697, -18.5906], [2.8649, 5.2607, -17.0124], [1.4722, 5.2401, -15.9578], [1.2391, 5.7965, -17.6177], [1.9788, 2.9293, -16.9038], [0.3839, 3.4719, -17.3230], [2.5690, 3.8727, -21.2420], [2.1838, 2.1275, -21.1816], [3.8543, 2.6848, -21.1513], [-8.3837, 2.7013, -14.3425], [-7.0327, 3.2886, -14.7628], [-6.1028, 2.2078, -14.7980], [-5.8381, 1.5823, -15.9439], [-5.1089, 0.2897, -15.7279], [-6.1795, 1.9884, -17.0196], [-8.3791, 2.3897, -13.2996], [-8.6388, 1.8697, -15.0050], [-9.2378, 3.3660, -14.4965], [-7.1940, 3.7493, -15.7345], [-6.7470, 3.9615, -13.9592], [-4.8902, -0.2240, -16.6627], [-5.7208, -0.4216, -15.1756], [-4.1401, 0.4552, -15.2584], [1.6622, -0.8782, -14.0910], [1.1355, -2.1119, -13.3774], [0.1266, -2.7320, -14.1862], [-0.4835, -3.8164, -13.7329], [-1.4426, -4.4144, -14.7407], [-0.2535, -4.3182, -12.6567], [1.0298, -0.0089, -13.9436], [1.8899, -1.0461, -15.1432], [2.6258, -0.6780, -13.6194], [1.9399, -2.7722, -13.0598], [0.6438, -1.7869, -12.4563], [-1.8775, -5.3062, -14.3054], [-0.8447, -4.6766, -15.6141], [-2.1891, -3.6651, -14.9997], [-7.0855, 3.9488, -7.9222], [-6.2886, 2.6668, -7.8340], [-5.9217, 2.1401, -9.1145], [-4.8757, 2.6329, -9.7565], [-4.5811, 1.8731, -11.0192], [-4.2163, 3.5668, -9.3515], [-7.9760, 3.7438, -8.5286], [-6.5843, 4.7124, -8.5147], [-7.3543, 4.2650, -6.9189], [-5.3858, 2.8677, -7.2487], [-6.7993, 1.8477, -7.3358], [-3.5198, 1.9897, -11.2346], [-5.0976, 2.2690, -11.8945], [-4.8422, 0.8289, -10.8907], [2.8219, 4.0318, -11.6099], [4.1814, 3.5057, -11.1759], [4.0784, 3.2802, -9.7625], [5.1423, 2.8849, -9.0770], [4.8602, 2.7546, -7.5947], [6.2340, 2.7161, -9.5623], [2.4158, 4.7294, -10.8820], [2.0972, 3.2112, -11.6941], [2.8116, 4.3893, -12.6410], [4.4207, 2.5793, -11.6960], [4.9556, 4.2456, -11.3743], [3.8089, 2.9628, -7.4072], [5.4638, 3.4869, -7.0626], [5.1346, 1.7496, -7.2844]], "forces_ev_per_a": [[-0.5722, 0.3718, -0.3531], [-0.0951, -1.1696, 0.2078], [0.2527, 0.4309, 0.6005], [-0.1089, 0.3942, -0.6130], [0.1288, -0.0167, -0.0428], [0.3483, -0.2054, 0.0647], [-0.0273, 0.2540, 0.1493], [-0.1694, 0.3848, -0.9483], [0.6094, -0.3810, -0.1114], [-0.4068, 0.4845, 0.2306], [-0.1464, -0.0778, 0.2834], [-0.1663, -0.1752, 0.1010], [0.1608, -0.3214, 0.1823], [0.0326, 0.1762, 0.3194], [0.9497, -0.7586, 0.2458], [-0.0589, -1.1210, -1.1350], [-0.4021, 0.5942, 0.0578], [0.1071, 0.3770, 0.5377], [-0.0519, 0.0421, -0.0248], [0.1031, 0.2836, 0.3394], [-0.5996, 0.6468, -0.0001], [0.3950, -1.0885, 0.4937], [-0.6382, 1.0763, -0.6974], [0.2524, -0.6255, -0.2155], [0.0904, 0.1067, 0.2543], [-0.7591, -0.2291, -0.0649], [0.4987, 0.1215, -0.0263], [0.1935, 0.6302, 0.1922], [0.3075, -0.8155, -1.3994], [-0.5664, 0.0568, 0.8930], [-0.0142, 0.0429, -0.2492], [0.3594, -0.0081, -0.1502], [0.0222, 0.2558, 0.4580], [-0.0027, -0.1071, 0.3685], [0.0339, 0.4115, 0.0059], [0.9160, -0.5708, 0.2989], [0.3211, 0.7674, 0.3790], [-0.0942, -0.3199, -0.2743], [-0.3267, -0.3084, -0.0911], [-0.2527, 0.1359, -0.0555], [-0.1836, 0.0241, -0.1014], [-0.3496, 0.1905, -0.0934], [-0.2780, -0.5143, 0.3643], [-0.1574, 0.6841, 0.6993], [-0.3403, -0.3760, -0.0126], [0.9454, -0.9195, -0.5163], [-0.0586, 0.7817, -0.0371], [-0.1871, 0.1767, 0.2926], [-0.0015, 0.1042, -0.3002], [-0.1252, -0.0362, -0.0528], [0.2240, 0.2403, 0.0334], [0.3324, -0.0749, -0.4485], [-0.0796, 0.1523, -0.2431], [-0.2341, -0.1985, -0.1475], [-0.1860, 0.0837, 0.0973], [0.0875, -0.1166, 0.3113], [-0.4409, -0.1979, -0.4432], [-1.7233, -0.5347, 0.2469], [0.4651, 0.3027, 1.0074], [-0.0264, -0.6595, -0.7382], [0.3026, -0.4517, -0.3658], [-0.2550, 0.3936, -0.3193], [0.0164, -0.2000, -0.0627], [0.2485, -0.2372, 0.2464], [0.3406, 0.4463, 0.1775], [0.6753, 0.2108, -0.0097], [0.5631, 0.2721, -0.3808], [-0.1370, 0.4783, -0.2741], [0.1330, 0.2971, 0.5245], [-0.2268, -0.0214, 0.4613], [0.7508, -0.4705, 0.2782], [-0.4078, 1.0052, 0.6386], [0.2026, 0.2078, -0.7031], [-0.0343, -1.0675, 0.3140], [0.5758, 0.4469, 0.2668], [-0.0403, 0.3337, 0.0377], [-0.1316, -0.0442, -0.2075], [-0.2946, -0.0607, -0.0644], [-0.0785, 0.2945, -0.0119], [-0.1647, -0.4543, -0.4570], [0.0855, -0.0645, 0.0870], [-0.1529, 0.0212, -0.0395], [-0.2026, -0.0029, -0.1471], [-0.0852, -0.1816, -0.1177], [-0.6460, -0.6920, -1.0720], [0.9402, 0.4814, 0.4914], [-0.6649, -0.4694, 0.0749], [0.5196, 0.4289, -0.3205], [0.3456, 0.1776, 0.1262], [-0.0992, -0.0843, 0.0506], [-0.2423, 0.0199, 0.4577], [0.4365, 0.1085, 0.5149], [-0.0649, 0.2900, -0.0704], [0.1139, -0.1285, -0.2001], [-0.3291, 0.0963, -0.1003], [-0.0068, -0.1558, 0.0598], [-0.2719, 0.0268, 0.1562], [-0.0226, -0.0438, -0.1502], [-0.5072, -1.0990, -0.3512], [-0.2836, 0.4316, -0.3524], [-0.9226, -0.0273, -0.0914], [1.3535, 0.0634, 0.4187], [-0.3035, 0.0887, -0.5422], [-0.3749, -0.0405, -0.0839], [0.1098, 0.3545, -0.2441], [0.1012, -0.0760, 0.4789], [0.3892, 0.5858, 0.2244], [0.1829, -0.0410, 0.1106], [0.1672, -0.1139, 0.1186], [0.0156, -0.1409, 0.1859], [0.1006, -0.0696, 0.0063], [-0.0259, 0.0200, 0.1029]], "energy_ev": -81873.0700, "molar_mass_da": 806.8, "e_lumo_ev": -0.200, "homo_energy_ev": -10.021, "smiles": "C[N+](=O)[O-].C[N+](=O)[O-].C[N+](=O)[O-].C[N+](=O)[O-].C[N+](=O)[O-].C[N+](=O)[O-].CCOC(C)=O.CCOC(C)=O.CCOC(C)=O.CCOC(C)=O.CCOC(C)=O", "e_above_lowest_kcal_mol": 0.0}

No. 2
{"formula": "C5H38N2O13", "method": "ωB97M-V/def2-TZVPD", "species": ["C", "N", "C", "C", "C", "O", "C", "N", "H", "H", "H", "H", "H", "H", "H", "H", "H", "H", "H", "H", "H", "H", "H", "H", "O", "H", "H", "O", "H", "H", "O", "H", "H", "O", "H", "H", "O", "H", "H", "O", "H", "H", "O", "H", "H", "O", "H", "H", "O", "H", "H", "O", "H", "H", "O", "H", "H", "O"], "coordinates": [[1.1309, -1.3266, 1.8616], [0.1550, -0.9809, 0.7792], [-0.6993, 0.1841, 1.0995], [-1.5222, 0.2129, 2.3850], [-2.2527, -1.0707, 2.7241], [-2.3194, 1.3878, 2.3215], [0.1188, 1.4587, 0.9225], [0.7637, 1.3533, -0.3910], [0.8298, -0.8076, 2.7620], [1.1463, -2.3991, 2.0475], [2.1025, -1.0791, 1.4332], [-0.4649, -1.7628, 0.6146], [-1.4673, 0.1009, 0.3141], [-0.9522, 0.4293, 3.2961], [-1.5322, -1.8163, 3.0878], [-2.9331, -1.5634, 2.0444], [-2.8198, -0.9074, 3.6482], [-2.8734, 1.3767, 1.5012], [0.8964, 1.4026, 1.6870], [-0.4327, 2.3881, 0.9904], [1.2981, 0.5167, -0.5234], [1.2720, 2.2101, -0.5569], [-0.6627, -1.5087, -2.6383], [-0.2444, -0.2599, -1.9019], [-0.7897, -0.5510, -2.6490], [1.1851, -1.8969, -3.0942], [2.5145, -2.6001, -3.4934], [1.5645, -2.6018, -3.6206], [-2.7111, -1.2319, -1.8123], [-3.0053, -0.9134, -3.1790], [-3.2395, -1.5963, -2.5365], [-1.5506, 2.1692, -2.7290], [-0.8663, 2.0246, -1.3489], [-1.6561, 2.3918, -1.8013], [2.9355, 1.0879, 1.9778], [3.7485, 2.3959, 1.6159], [3.3409, 1.5975, 1.2711], [3.9427, 1.4366, -0.7314], [5.0828, 0.6400, -1.5937], [4.2108, 1.0294, -1.5588], [0.7002, 1.2498, 4.6885], [0.2390, 2.5266, 3.9427], [1.0138, 2.0126, 4.1912], [-4.9505, -1.9114, 0.3419], [-4.3286, -0.9630, -0.6808], [-4.2323, -1.2768, 0.2253], [1.0251, 2.3886, -4.1060], [2.2510, 1.7991, -3.3347], [1.2917, 1.7883, -3.4063], [-4.0219, 2.8396, 0.3434], [-3.1059, 2.1645, -0.6777], [-3.6506, 1.9779, 0.1184], [2.8754, -0.7993, -2.1102], [2.0562, -1.0755, -0.7790], [2.8087, -1.3365, -1.3182], [2.3629, -4.8679, -0.8046], [2.4567, -3.3128, -0.5073], [1.9651, -4.1240, -0.3520]], "forces_ev_per_a": [[-0.6691, -0.1495, -1.4234], [-0.0568, -0.2466, 0.8993], [-0.5725, -0.2246, -0.7796], [-0.1269, 0.4073, 0.5701], [-0.0321, -0.6164, 1.4553], [-0.5350, -0.4492, -0.2009], [1.1088, -1.6915, -0.3992], [-1.3906, 1.4715, -0.3279], [0.5768, 0.1650, 0.3558], [-0.1173, -0.0242, -0.0102], [0.3564, 0.2814, 0.8222], [0.0581, -0.1264, 0.0434], [0.0253, 0.4651, -0.0157], [0.5912, -0.2223, -0.3046], [0.1861, -0.0082, -0.4370], [0.1265, 0.3829, -0.6451], [-0.1751, 0.3142, -0.1832], [0.3279, 0.1153, 0.4503], [-0.2175, 0.5150, 0.3837], [-0.2325, -0.0849, 0.0937], [0.3358, 0.2266, 0.2821], [0.4672, -0.3820, -0.3359], [-0.3726, -0.0537, -0.1890], [-0.0711, 0.4662, -0.0374], [0.6321, -0.2745, 0.3795], [0.3937, 0.1495, 0.0765], [-0.0589, 0.1287, 0.3169], [-0.3438, -0.4357, -0.6887], [0.0139, -0.4864, 0.1861], [-0.2218, -0.2893, -0.3943], [-0.0848, 0.6597, 0.1687], [0.1024, -0.1658, -0.0088], [0.0863, -0.1110, -0.3347], [-0.0723, 0.1365, 0.3321], [0.1123, 0.3151, 0.2812], [-0.1784, -0.1563, 0.4866], [0.2930, -0.0034, -0.7390], [0.6341, -0.4427, 0.5659], [0.1040, 0.1953, 0.8020], [-0.7714, 0.4435, -1.4834], [-0.1531, 0.1931, -0.0280], [-0.1480, -0.1591, 0.0478], [0.3699, -0.0352, 0.0098], [0.1581, 0.1041, -0.0799], [-0.1318, -0.0536, -0.0985], [-0.1774, -0.0951, 0.0946], [0.3147, 0.0401, -0.0986], [0.0760, 0.2044, -0.1569], [-0.1985, -0.2191, 0.2766], [-0.0437, -0.1530, 0.0859], [0.0848, -0.2081, 0.2081], [-0.2049, 0.4217, -0.6861], [-0.1324, 0.5413, 0.3150], [-0.2814, 0.1394, -0.2084], [0.2563, -0.9780, 0.3531], [0.2964, 0.2654, -0.2183], [0.3312, -0.1872, -0.5243], [-0.6480, -0.0155, 0.6944]], "energy_ev": -35399.2230, "molar_mass_da": 334.4, "e_lumo_ev": 0.181, "homo_energy_ev": -9.199, "e_above_lowest_kcal_mol": 72.6}